DFT (ωB97M-V with the def2-TZVPD basis set) results for a cluster of 3 separate species, C18H40FN2O11S3 in total at a distorted geometry.

Results
E_LUMO = -3.01 eV
Energy relative to the best compared isomer or geometry (same formula, charge and spin) = 0.00 kJ/mol
Charge = +1
M = 575.72 u
Maximum force = 8.5 eV Å⁻¹
E_HOMO = -11.5 eV

Cartesian coordinates (Å):
C -0.0559 -3.5213 -0.9836
N -0.6962 -2.2931 -0.3994
C -1.4946 -1.7033 -1.4871
N -1.6497 -0.1973 -1.3657
F -2.6870 0.1176 -2.2152
C -2.0749 0.2695 -0.0062
C -0.8895 0.5417 1.0105
C -1.2298 -0.0696 2.4579
C 0.0750 0.0445 3.3827
C 0.4390 1.5426 3.7309
C 1.7762 1.7079 4.5647
C 2.1572 3.2564 4.7330
C 3.3085 3.7083 3.7448
C 3.0648 3.2665 2.2266
C 3.7915 1.8809 1.8592
O 4.1674 1.8451 0.4760
C 5.5390 2.2342 0.2588
S -0.2327 0.7006 -2.0319
C 1.3735 -0.1415 -1.7245
O -0.4388 0.6715 -3.4873
O -0.2446 2.1140 -1.6548
H 0.3560 -4.2102 -0.1967
H 0.6923 -3.1998 -1.7581
H -0.8927 -4.1016 -1.4990
H -1.3960 -2.6753 0.2593
H -2.5439 -2.1263 -1.4588
H -0.9567 -1.9107 -2.4567
H -2.7222 -0.5522 0.4439
H -2.7588 1.1727 -0.0541
H -0.8087 1.6606 1.1277
H 0.0961 0.0849 0.7218
H -2.1325 0.4027 2.9318
H -1.3602 -1.1886 2.2898
H 0.9005 -0.5264 2.8593
H -0.1048 -0.4985 4.3669
H 0.4047 2.1544 2.7867
H -0.3940 1.9461 4.3957
H 2.6356 1.0860 4.1919
H 1.5316 1.3433 5.6146
H 1.1983 3.8543 4.6079
H 2.5013 3.4054 5.8059
H 3.3528 4.8437 3.7276
H 4.3407 3.3715 4.0831
H 1.9690 3.2566 1.9404
H 3.5488 4.0408 1.5465
H 3.0558 1.0334 2.0396
H 4.6418 1.7228 2.5827
H 5.5559 3.1535 -0.4045
H 6.0399 1.3652 -0.2802
H 6.1311 2.3975 1.2033
H 1.4164 -0.7580 -0.7844
H 1.6155 -0.8341 -2.5870
H 2.1697 0.6583 -1.6445
C -2.3022 -7.1118 0.0054
C -2.6015 -7.5086 1.4383
O -2.6105 -6.2753 2.1657
S -3.1509 -5.0998 1.2055
O -4.5297 -4.8999 1.4689
O -2.2010 -4.0305 1.2261
O -3.0115 -5.8850 -0.1984
H -1.2360 -6.9167 -0.1366
H -2.6300 -7.8652 -0.7093
H -1.8570 -8.1906 1.8449
H -3.5930 -7.9598 1.5260
C -3.0254 3.3309 -6.8502
C -1.8497 4.2732 -6.6662
O -1.1507 3.7716 -5.5246
S -1.3057 2.1628 -5.4733
O -0.1433 1.5820 -6.0511
O -1.7850 1.7969 -4.1846
O -2.5171 2.0317 -6.5388
H -3.8299 3.5597 -6.1465
H -3.4167 3.3531 -7.8664
H -2.1632 5.3030 -6.5033
H -1.1719 4.2313 -7.5230

Forces on the atoms, in the same order (eV/Å):
C -0.91 -0.38 -0.51
N -0.70 -0.21 -0.61
C 0.42 -1.68 0.07
N -1.06 -0.55 1.44
F 0.24 0.04 -0.19
C -0.68 -0.20 2.42
C -0.55 0.40 1.08
C 1.44 -0.71 -0.56
C -0.70 0.15 0.34
C -0.17 -0.48 0.19
C -0.77 0.61 0.76
C 0.44 -0.77 0.19
C -0.63 0.75 -0.58
C 1.04 0.03 -0.16
C -1.66 0.41 0.66
O 0.77 0.01 1.25
C 0.49 -0.40 -0.93
S 2.76 4.81 -6.25
C 0.89 -1.20 1.12
O 3.73 -5.45 5.43
O -0.26 -2.65 1.94
H -0.17 1.10 -0.73
H -0.50 -0.56 0.90
H 1.22 0.34 0.35
H 0.80 0.50 -0.11
H 0.98 0.81 -0.48
H -0.98 0.51 0.74
H 0.79 0.76 -0.88
H 1.13 -1.01 -0.65
H 0.26 -1.26 -0.42
H -1.08 0.57 0.05
H 0.83 -0.50 -0.53
H -0.34 1.34 0.35
H -0.67 0.82 0.52
H 0.12 0.54 -1.25
H 0.38 -0.48 0.99
H 0.90 -0.43 -0.88
H -0.86 0.67 0.20
H 0.36 0.15 -1.30
H 1.29 -0.53 -0.02
H -0.38 -0.01 -1.32
H -0.05 -1.29 0.22
H -1.35 0.18 -0.31
H 1.27 -0.07 0.44
H -0.54 -0.89 0.85
H 0.88 0.84 -0.36
H -0.54 0.14 -0.97
H 0.15 -1.02 0.86
H -0.49 1.19 0.49
H -0.83 0.03 -0.83
H -0.29 0.75 -0.80
H -0.74 1.07 0.77
H -1.26 -0.48 -0.14
C 0.62 -0.35 0.04
C -0.46 -0.53 -0.24
O 0.27 0.87 -0.56
S -0.24 -1.35 0.10
O 0.41 0.50 -0.18
O -0.44 -0.13 0.21
O -0.22 0.41 0.63
H -0.03 -0.06 0.00
H -0.16 0.23 -0.02
H 0.03 0.27 0.14
H 0.07 -0.02 -0.03
C -0.38 0.42 0.20
C 0.10 0.01 -0.64
O -0.32 -0.58 0.27
S -0.91 0.89 -0.33
O -0.30 -0.14 0.32
O -3.35 3.47 -3.09
O 0.72 0.03 0.07
H 0.02 0.04 -0.05
H 0.12 -0.23 0.05
H 0.11 -0.10 0.24
H -0.08 0.04 -0.01

Taken from the Mulliken analysis, the atomic charges in e are: atom 1 (C): -0.935, atom 2 (N): 0.218, atom 3 (C): -1.122, atom 4 (N): 0.625, atom 5 (F): -0.138, atom 6 (C): -1.036, atom 7 (C): 0.288, atom 8 (C): -0.373, atom 9 (C): -0.876, atom 10 (C): -0.162, atom 11 (C): -0.607, atom 12 (C): -0.691, atom 13 (C): -0.807, atom 14 (C): -0.111, atom 15 (C): -0.131, atom 16 (O): -0.294, atom 17 (C): -0.733, atom 18 (S): 1.417, atom 19 (C): -0.839, atom 20 (O): -0.550, atom 21 (O): -0.693, atom 22 (H): 0.277, atom 23 (H): 0.349, atom 24 (H): 0.341, atom 25 (H): 0.227, atom 26 (H): 0.266, atom 27 (H): 0.561, atom 28 (H): 0.468, atom 29 (H): 0.335, atom 30 (H): 0.591, atom 31 (H): -0.329, atom 32 (H): 0.360, atom 33 (H): 0.081, atom 34 (H): 0.228, atom 35 (H): 0.406, atom 36 (H): -0.113, atom 37 (H): 0.313, atom 38 (H): 0.308, atom 39 (H): 0.427, atom 40 (H): 0.329, atom 41 (H): 0.351, atom 42 (H): 0.298, atom 43 (H): 0.334, atom 44 (H): 0.060, atom 45 (H): 0.365, atom 46 (H): -0.242, atom 47 (H): 0.361, atom 48 (H): 0.252, atom 49 (H): 0.242, atom 50 (H): 0.322, atom 51 (H): 0.283, atom 52 (H): 0.296, atom 53 (H): 0.395, atom 54 (C): -0.257, atom 55 (C): -0.367, atom 56 (O): -0.325, atom 57 (S): 1.041, atom 58 (O): -0.575, atom 59 (O): -0.570, atom 60 (O): -0.321, atom 61 (H): 0.225, atom 62 (H): 0.343, atom 63 (H): 0.327, atom 64 (H): 0.315, atom 65 (C): -0.361, atom 66 (C): -0.354, atom 67 (O): -0.331, atom 68 (S): 1.121, atom 69 (O): -0.586, atom 70 (O): -0.389, atom 71 (O): -0.326, atom 72 (H): 0.272, atom 73 (H): 0.312, atom 74 (H): 0.312, atom 75 (H): 0.304


DFT (ωB97M-V with the def2-TZVPD basis set) results for a cluster of 7 separate species, C21H45N8O7PSSi in total at a distorted geometry.

Results
E_LUMO = -0.38 eV
SMILES string = CN(C)C(=O)C[Si@@H]([PH2]=S)c1ccccn1.CC(N)=O.CC(N)=O.CC(N)=O.CC(N)=O.CC(N)=O.CC(N)=O
M = 612.77 u
Maximum force = 8.4 eV Å⁻¹
E_HOMO = -8.7 eV

Cartesian coordinates (Å):
C 7.0806 -0.7033 2.8271
N 7.1054 -0.5455 1.3217
C 8.6012 -0.6624 0.9632
C 6.6269 0.8303 0.8761
O 7.5267 1.8517 0.8270
C 5.0590 1.1594 0.3976
Si 3.7759 0.9450 1.8247
P 2.4184 2.7037 2.0616
S 1.5405 2.5369 3.8155
C 2.5705 -0.5748 1.5599
C 1.7612 -1.1450 2.8503
C 0.6578 -2.3859 2.8494
C 0.4884 -3.0239 1.3115
C 1.4135 -2.3340 0.1629
N 2.3705 -1.1930 0.2186
H 6.0167 -0.9614 3.2722
H 7.7693 -1.6377 3.0914
H 7.4695 0.2402 3.4138
H 8.9760 -1.7574 1.2525
H 9.2692 0.0698 1.6264
H 8.7974 -0.5414 -0.1869
H 5.0603 2.3185 0.1197
H 4.7763 0.5927 -0.5901
H 4.5066 0.7694 3.0805
H 3.0901 3.9612 1.8603
H 1.3680 2.4902 1.0591
H 1.9592 -0.6011 3.8893
H 0.0651 -2.7625 3.7848
H -0.2672 -3.9223 1.1088
H 1.3005 -2.8357 -0.9171
O -2.1087 -4.5454 1.9771
C -3.2318 -4.0699 2.0984
N -3.8496 -4.0342 3.3109
C -4.0085 -3.4977 0.9481
H -4.7727 -3.6533 3.4605
H -3.3458 -4.4142 4.1019
H -4.1576 -4.2768 0.1956
H -3.4429 -2.6694 0.5125
H -4.9867 -3.1250 1.2642
O 0.4392 -0.1051 -2.4112
C 1.1879 0.7470 -2.8753
N 2.4829 0.8389 -2.4658
C 0.7546 1.7422 -3.9125
H 3.1367 1.5228 -2.8183
H 2.7985 0.1786 -1.7670
H -0.0693 2.3391 -3.5120
H 0.4198 1.2053 -4.8043
H 1.5690 2.4152 -4.1947
O -6.3469 -3.8034 -0.8612
C -6.7193 -3.1026 -1.7951
N -6.3211 -3.3660 -3.0700
C -7.6266 -1.9192 -1.6213
H -6.6009 -2.8182 -3.8707
H -5.7090 -4.1590 -3.2125
H -7.1469 -1.1967 -0.9554
H -8.5699 -2.2543 -1.1815
H -7.8402 -1.4279 -2.5746
O -6.4962 0.4930 -0.1823
C -6.4809 1.5202 0.4860
N -7.1675 1.6026 1.6585
C -5.7215 2.7504 0.0813
H -7.1851 2.4259 2.2429
H -7.6873 0.7858 1.9525
H -6.0953 3.0986 -0.8854
H -4.6597 2.5028 -0.0029
H -5.8357 3.5565 0.8112
O -3.6315 5.0808 1.8178
C -2.7740 4.9506 2.6838
N -1.6000 4.3155 2.4164
C -2.9374 5.4678 4.0837
H -0.8647 4.1840 3.0958
H -1.4666 3.9580 1.4793
H -3.8120 4.9951 4.5389
H -3.0815 6.5512 4.0493
H -2.0616 5.2510 4.7014
O 3.7038 -2.5801 -6.9476
C 3.7191 -1.5529 -6.2793
N 3.0325 -1.4705 -5.1067
C 4.4785 -0.3227 -6.6840
H 3.0149 -0.6472 -4.5224
H 2.5127 -2.2873 -4.8127
H 4.1047 0.0255 -7.6507
H 5.5403 -0.5703 -6.7681
H 4.3643 0.4834 -5.9540

Forces on the atoms, in the same order (eV/Å):
C -0.50 -0.79 1.70
N 0.99 2.12 -0.12
C 1.22 -0.68 0.23
C 3.93 4.51 -0.15
O -5.66 -6.14 0.11
C 1.58 0.75 -0.81
Si -0.01 -1.98 -1.24
P -1.36 0.05 0.16
S 0.12 0.20 0.15
C -3.48 -3.81 0.51
C -0.88 -1.19 -1.37
C 2.86 1.76 -5.33
C 2.66 3.37 1.94
C -0.32 0.18 1.61
N -2.74 -2.01 4.32
H 2.05 0.56 -1.23
H -1.51 2.14 -0.61
H -0.53 -1.72 -1.27
H -1.15 2.29 -0.66
H -1.49 -1.34 -1.70
H -0.53 0.07 2.38
H 0.30 -2.47 0.59
H 0.68 0.76 2.08
H -0.12 0.22 0.22
H -0.40 -0.58 -0.38
H 1.23 0.60 0.21
H -0.46 -1.26 -2.48
H 1.37 0.89 -2.04
H 1.83 2.26 0.39
H 0.35 1.47 2.63
O -0.29 0.07 0.12
C 0.17 -0.02 0.02
N 0.08 -0.07 0.36
C -0.16 0.06 0.15
H 0.31 -0.12 -0.21
H -0.17 0.08 -0.21
H 0.03 0.24 0.10
H -0.01 -0.18 -0.02
H 0.14 -0.10 -0.21
O 0.47 0.66 -0.51
C -0.61 -0.73 0.55
N 0.61 -0.02 0.01
C 0.09 0.28 -0.21
H -0.33 -0.10 0.04
H -0.15 -0.09 0.13
H 0.04 -0.17 -0.13
H -0.08 0.09 0.17
H -0.12 -0.03 -0.01
O -0.27 0.30 -0.42
C 0.09 -0.32 0.21
N 0.20 -0.22 -0.28
C -0.07 0.07 -0.13
H 0.05 -0.11 0.37
H -0.15 0.23 0.02
H -0.22 -0.24 -0.13
H 0.15 0.03 0.03
H -0.01 -0.02 0.12
O 0.15 0.68 0.37
C -0.13 -0.42 -0.07
N -0.18 -0.14 0.20
C 0.00 0.30 0.16
H 0.10 -0.21 -0.29
H 0.14 0.23 -0.07
H 0.15 -0.13 0.08
H -0.19 0.06 -0.08
H 0.15 -0.07 -0.15
O 0.20 -0.01 0.48
C -0.02 -0.22 -0.78
N 0.05 0.04 -0.09
C 0.17 0.04 0.34
H -0.14 -0.06 -0.08
H -0.06 0.07 0.28
H 0.07 0.17 -0.10
H -0.11 -0.19 0.01
H -0.14 0.04 -0.04
O 0.13 0.75 0.30
C -0.31 -0.96 -0.14
N -0.14 -0.01 0.17
C 0.11 0.34 0.05
H 0.05 -0.23 -0.15
H 0.11 0.24 -0.05
H 0.16 -0.11 0.09
H -0.18 0.03 -0.11
H 0.05 -0.04 -0.10

Taken from the Mulliken analysis, the atomic charges in e are: atom 1 (C): -0.709, atom 2 (N): 0.011, atom 3 (C): -0.742, atom 4 (C): 0.155, atom 5 (O): -0.562, atom 6 (C): -0.312, atom 7 (Si): 0.153, atom 8 (P): 0.127, atom 9 (S): -0.429, atom 10 (C): 0.190, atom 11 (C): -0.122, atom 12 (C): -0.377, atom 13 (C): -0.254, atom 14 (C): -0.214, atom 15 (N): -0.116, atom 16 (H): 0.144, atom 17 (H): 0.328, atom 18 (H): 0.300, atom 19 (H): 0.289, atom 20 (H): 0.301, atom 21 (H): 0.270, atom 22 (H): 0.295, atom 23 (H): 0.243, atom 24 (H): -0.139, atom 25 (H): 0.132, atom 26 (H): 0.052, atom 27 (H): 0.164, atom 28 (H): 0.330, atom 29 (H): 0.364, atom 30 (H): 0.202, atom 31 (O): -0.670, atom 32 (C): 0.591, atom 33 (N): -0.388, atom 34 (C): -0.781, atom 35 (H): 0.196, atom 36 (H): 0.247, atom 37 (H): 0.251, atom 38 (H): 0.254, atom 39 (H): 0.277, atom 40 (O): -0.599, atom 41 (C): 0.585, atom 42 (N): -0.180, atom 43 (C): -1.024, atom 44 (H): 0.184, atom 45 (H): 0.072, atom 46 (H): 0.305, atom 47 (H): 0.279, atom 48 (H): 0.320, atom 49 (O): -0.645, atom 50 (C): 0.632, atom 51 (N): -0.394, atom 52 (C): -0.549, atom 53 (H): 0.189, atom 54 (H): 0.227, atom 55 (H): 0.059, atom 56 (H): 0.260, atom 57 (H): 0.303, atom 58 (O): -0.679, atom 59 (C): 0.656, atom 60 (N): -0.374, atom 61 (C): -0.963, atom 62 (H): 0.204, atom 63 (H): 0.226, atom 64 (H): 0.267, atom 65 (H): 0.220, atom 66 (H): 0.350, atom 67 (O): -0.641, atom 68 (C): 0.623, atom 69 (N): -0.213, atom 70 (C): -0.842, atom 71 (H): 0.109, atom 72 (H): 0.158, atom 73 (H): 0.236, atom 74 (H): 0.246, atom 75 (H): 0.301, atom 76 (O): -0.636, atom 77 (C): 0.622, atom 78 (N): -0.257, atom 79 (C): -0.790, atom 80 (H): 0.187, atom 81 (H): 0.183, atom 82 (H): 0.242, atom 83 (H): 0.245, atom 84 (H): 0.243


Question: Look up the E_LUMO of the second one.
Answer: -0.38 eV